DFT (ωB97M-V/def2-TZVPD) results for a structure of composition C24H14F2O12V2 in a non-equilibrium geometry.

The spin multiplicity is 1. As for the relative energy (zero: lowest compared OMol25 entry of this formula, charge and spin): 11.4 kcal/mol. Its total charge is -2. The calculated total energy comes out at -106480.987 eV. As for the gap between HOMO and LUMO: 1.83 eV.

Cartesian coordinates (Å):
O (7.68510, 4.04451, -0.65531)
V (6.65120, 2.99922, -1.39230)
O (5.43422, 2.75239, -0.43344)
O (0.04580, 1.93586, 0.94944)
V (-0.82516, 1.56043, -0.35371)
O (-2.12780, 2.39698, -0.19269)
C (-0.48610, -5.52996, -2.07929)
C (0.13804, -6.73116, -2.24817)
C (1.42261, -7.14568, -1.48102)
O (2.02966, -8.27297, -1.61838)
C (1.94435, -6.32898, -0.50636)
C (1.26502, -4.99170, -0.28477)
C (0.00995, -4.61382, -1.05492)
O (-0.57284, -3.51902, -0.81670)
O (1.69577, -4.25475, 0.64390)
O (-0.37407, -7.39222, -3.18450)
H (-1.34342, -5.20179, -2.64822)
H (2.83942, -6.63350, 0.01567)
C (4.25352, -1.15417, -6.96054)
C (3.70225, -0.15675, -6.06527)
C (2.11684, -0.30365, -5.63046)
O (1.61200, 0.44743, -4.82161)
C (1.38006, -1.34688, -6.28131)
C (1.96356, -2.18942, -7.22060)
C (3.47153, -2.12119, -7.55702)
O (4.03383, -2.80159, -8.49610)
O (1.12966, -3.10921, -7.53162)
O (4.44379, 0.63620, -5.45629)
H (5.28087, -0.92750, -7.20456)
H (0.34439, -1.46637, -5.99936)
F (4.68752, 7.99350, 9.05280)
C (4.90964, 7.59012, 7.76226)
C (6.16404, 7.89321, 7.10328)
C (6.31977, 7.54248, 5.72813)
C (5.35028, 6.77127, 5.09121)
C (4.08940, 6.46713, 5.70315)
C (3.93489, 6.84704, 7.08311)
H (6.76397, 8.63792, 7.60519)
H (7.16544, 7.87909, 5.14681)
H (5.50084, 6.48161, 4.06173)
H (3.27263, 5.98085, 5.19048)
H (3.07372, 6.59655, 7.68480)
F (-7.69676, -0.21483, 1.15889)
C (-8.82300, -0.84167, 1.42199)
C (-8.92587, -1.91126, 2.23434)
C (-10.12744, -2.49091, 2.49026)
C (-11.25546, -2.06245, 1.81089)
C (-11.26526, -1.02461, 0.88845)
C (-9.99298, -0.40769, 0.78753)
H (-8.07851, -2.27708, 2.79519)
H (-10.16903, -3.30601, 3.19757)
H (-12.07570, -2.75890, 1.90338)
H (-12.08132, -0.41896, 0.52290)
H (-9.90462, 0.45287, 0.14099)


DFT (ωB97M-V/def2-TZVPD) results for a structure of composition C24H14N7O2PdSe.

The spin multiplicity is 1. Its total charge is +1. The calculated total energy comes out at -108463.816 eV. As for the gap between HOMO and LUMO: 8.05 eV.

Cartesian coordinates (Å):
Pd (-1.17026, -0.00028, 0.66998)
O (-1.75289, 1.44308, 4.40418)
C (-1.61736, 1.22032, 3.23031)
N (-1.56724, -0.00028, 2.59070)
C (-1.61783, -1.22098, 3.23019)
O (-1.75380, -1.44385, 4.40392)
C (-1.48494, -2.35737, 2.23379)
C (-1.54902, -3.66795, 2.65565)
C (-1.41185, -4.67656, 1.71485)
C (-1.21373, -4.33644, 0.38630)
C (-1.15880, -2.99933, 0.03857)
N (-1.29425, -2.03088, 0.94526)
C (-1.48411, 2.35674, 2.23411)
C (-1.54739, 3.66730, 2.65618)
C (-1.41011, 4.67596, 1.71548)
C (-1.21265, 4.33594, 0.38680)
C (-1.15831, 2.99886, 0.03890)
N (-1.29387, 2.03035, 0.94551)
H (-1.70237, -3.85825, 3.70877)
H (-1.46074, -5.71509, 2.01319)
H (-1.10324, -5.09102, -0.37916)
H (-1.00735, -2.68608, -0.98549)
H (-1.70041, 3.85751, 3.70937)
H (-1.45851, 5.71446, 2.01398)
H (-1.10223, 5.09058, -0.37860)
H (-1.00752, 2.68568, -0.98527)
Se (4.30007, -0.00069, -4.98378)
N (2.52511, -0.00079, -4.91811)
C (2.19804, -0.00052, -3.65277)
C (0.81012, -0.00048, -3.18812)
C (-0.24955, -0.00084, -4.09668)
C (-1.53891, -0.00035, -3.62322)
C (-1.73562, -0.00011, -2.24895)
N (-0.73263, -0.00017, -1.37232)
C (0.54450, -0.00016, -1.81985)
C (1.67124, 0.00031, -0.83940)
N (1.35234, 0.00046, 0.45629)
C (2.32194, 0.00133, 1.35431)
C (3.67512, 0.00210, 1.01068)
C (4.01037, 0.00168, -0.32178)
C (2.99208, 0.00067, -1.27908)
C (3.27835, 0.00003, -2.71184)
N (4.48367, 0.00026, -3.21648)
H (-0.03096, -0.00121, -5.15653)
H (-2.39034, -0.00038, -4.28823)
H (-2.73090, 0.00012, -1.82490)
H (2.01122, 0.00129, 2.39365)
H (4.43419, 0.00283, 1.78000)
H (5.04133, 0.00220, -0.65039)


DFT (ωB97M-V/def2-TZVPD) results for a structure of composition C24H15AuBrF3N2O3S in a non-equilibrium geometry.

The spin multiplicity is 1. As for the relative energy (zero: lowest compared OMol25 entry of this formula, charge and spin): 31.2 kcal/mol. The calculated total energy comes out at -126975.386 eV. As for the gap between HOMO and LUMO (spin up / spin down): 5.32 / 5.35 eV.

Cartesian coordinates (Å):
Au (-0.10020, -0.20139, -0.72005)
Br (-1.09859, -5.75179, 4.12781)
C (-1.16638, -4.50311, 2.70522)
C (-2.39843, -4.16936, 2.12960)
C (-2.43171, -3.26337, 1.11098)
C (-1.26051, -2.63631, 0.58729)
O (-1.41122, -1.82885, -0.38627)
C (-0.00746, -3.01484, 1.18756)
C (1.25861, -2.51498, 0.78824)
N (1.46595, -1.68340, -0.17156)
C (2.71706, -1.27779, -0.56213)
C (3.82042, -2.11557, -0.59457)
C (5.08053, -1.62529, -0.94657)
C (5.25327, -0.30559, -1.27449)
C (4.14227, 0.56024, -1.34888)
C (4.22537, 1.89541, -1.79178)
C (3.09201, 2.66221, -1.85193)
C (1.86443, 2.08925, -1.50128)
N (1.75987, 0.84331, -1.12078)
C (2.85487, 0.06544, -1.00769)
C (-0.00518, -3.93076, 2.25086)
H (-3.30329, -4.61644, 2.51185)
H (-3.36407, -2.99503, 0.64278)
H (2.10754, -2.87011, 1.37526)
H (3.69727, -3.16443, -0.36825)
H (5.92338, -2.30142, -0.94068)
H (6.23151, 0.08409, -1.50662)
H (5.17888, 2.29958, -2.09186)
H (3.11827, 3.67854, -2.20748)
H (0.94553, 2.65521, -1.54970)
H (0.94291, -4.18001, 2.70706)
S (-1.24534, 1.07913, -2.50046)
C (-2.34486, 2.23222, -1.77294)
C (-1.96160, 3.56956, -1.67994)
C (-2.83505, 4.50290, -1.15975)
C (-4.10788, 4.11693, -0.76313)
C (-4.49132, 2.78817, -0.86867)
C (-3.61831, 1.84236, -1.36757)
H (-0.97741, 3.85949, -2.01947)
H (-2.52234, 5.53468, -1.06819)
H (-4.79639, 4.86161, -0.39554)
H (-5.48000, 2.48538, -0.56307)
H (-3.90743, 0.80746, -1.45142)
F (-2.97761, -0.06918, 2.74217)
C (-2.14110, 0.73132, 2.06943)
F (-2.42187, 0.56626, 0.76153)
F (-2.48049, 1.99759, 2.36253)
C (-0.59339, 0.44930, 2.43194)
O (-0.41271, 0.12546, 3.58083)
O (0.18218, 0.63591, 1.47977)


DFT (ωB97M-V/def2-TZVPD) results for a structure of composition C24H15Cl76NO2Si2 in a non-equilibrium geometry.

The spin multiplicity is 1. The calculated total energy comes out at -998167.716 eV. As for the gap between HOMO and LUMO: 9.42 eV.

Cartesian coordinates (Å):
C (-3.73440, 0.38057, -4.87675)
N (-4.09943, -0.67592, -3.85782)
C (-5.59390, -0.85205, -3.69958)
C (-3.36938, -1.98285, -4.07235)
O (-2.48571, -2.25281, -5.04149)
C (-3.62321, -3.22085, -2.97675)
Si (-2.31964, -3.24743, -1.55428)
C (-2.06899, -1.50387, -0.69755)
O (-0.81240, -4.01520, -2.03220)
Si (0.29761, -2.88562, -2.79410)
H (-4.63097, 1.15609, -5.01901)
H (-2.85285, 1.02813, -4.40781)
H (-3.49210, -0.02330, -5.94865)
H (-5.97640, -1.95552, -3.78033)
H (-5.88168, -0.42042, -2.62660)
H (-6.23549, -0.21773, -4.46754)
H (-4.70776, -3.22782, -2.53755)
H (-3.48499, -4.21598, -3.62038)
H (-2.89554, -4.10547, -0.48699)
H (-2.78794, -1.48946, 0.25519)
H (-0.97529, -1.39738, -0.27446)
H (-2.41111, -0.61104, -1.37569)
H (-0.37550, -1.65683, -3.28813)
H (1.46834, -2.54288, -1.99859)
H (0.80799, -3.55899, -4.01589)
C (3.19875, 0.81612, -2.29474)
Cl (3.71269, 2.02175, -3.50172)
Cl (3.55653, 1.42406, -0.65857)
Cl (1.44748, 0.52790, -2.45152)
Cl (4.07843, -0.70926, -2.56709)
C (7.61402, -1.12301, -4.47260)
Cl (6.67591, -2.63176, -4.33802)
Cl (7.33615, -0.39179, -6.07347)
Cl (7.09597, 0.01388, -3.20230)
Cl (9.34818, -1.48242, -4.27675)
C (-7.04197, -0.35044, 0.83542)
Cl (-7.15596, 1.01317, -0.30566)
Cl (-5.75160, -1.46002, 0.30774)
Cl (-6.66507, 0.26738, 2.46356)
Cl (-8.59530, -1.22242, 0.87593)
C (12.10392, -2.06828, -7.69682)
Cl (13.37660, -1.26545, -6.74275)
Cl (12.36899, -3.83010, -7.67680)
Cl (10.51024, -1.69935, -6.99066)
Cl (12.15995, -1.47831, -9.37717)
C (12.32443, -4.60383, -3.35421)
Cl (13.88578, -4.90280, -2.54967)
Cl (11.08584, -4.23374, -2.12800)
Cl (12.48590, -3.22454, -4.47048)
Cl (11.84010, -6.05438, -4.26862)
C (-10.16989, 3.19050, 2.04084)
Cl (-8.72599, 4.05511, 2.62574)
Cl (-10.52737, 3.69438, 0.36962)
Cl (-9.86760, 1.43504, 2.08016)
Cl (-11.55869, 3.57761, 3.08783)
C (-10.68063, -2.96971, 3.79384)
Cl (-10.43122, -1.35052, 3.09350)
Cl (-10.62605, -2.86262, 5.57155)
Cl (-12.26809, -3.59883, 3.28516)
Cl (-9.39700, -4.06690, 3.22526)
C (14.91920, -6.85349, -7.80422)
Cl (16.48056, -7.15246, -6.99969)
Cl (13.68061, -6.48340, -6.57802)
Cl (15.08068, -5.47420, -8.92049)
Cl (14.43488, -8.30404, -8.71863)
C (-5.80747, 5.69353, 0.20027)
Cl (-6.34555, 3.99954, 0.07645)
Cl (-4.47571, 5.97903, -0.94845)
Cl (-7.16726, 6.77839, -0.18527)
Cl (-5.24120, 6.01714, 1.85841)
C (-13.30308, -1.95744, 8.72111)
Cl (-14.24119, -3.46619, 8.85569)
Cl (-13.58096, -1.22622, 7.12024)
Cl (-13.82114, -0.82055, 9.99141)
Cl (-11.56893, -2.31685, 8.91696)
C (-7.70008, 10.47183, -2.27491)
Cl (-8.89360, 9.44992, -1.43484)
Cl (-8.37160, 11.00844, -3.83561)
Cl (-7.32360, 11.89402, -1.26981)
Cl (-6.21151, 9.53484, -2.55952)
C (16.42685, -7.36597, -0.77043)
Cl (14.96212, -7.02916, 0.18644)
Cl (17.10414, -8.94087, -0.28502)
Cl (16.00872, -7.40747, -2.50191)
Cl (17.63255, -6.08636, -0.48111)
C (20.07679, -3.81876, 2.45936)
Cl (19.21034, -3.43544, 3.96827)
Cl (20.27801, -2.33323, 1.49636)
Cl (21.67829, -4.49523, 2.84944)
Cl (19.14039, -5.01110, 1.52325)
C (-9.29524, -1.90926, 12.59985)
Cl (-8.78129, -0.70363, 11.39287)
Cl (-8.93746, -1.30133, 14.23602)
Cl (-11.04651, -2.19749, 12.44307)
Cl (-8.41556, -3.43464, 12.32750)
C (7.68425, 0.14367, 1.01119)
Cl (7.93366, 1.76286, 0.31084)
Cl (7.73883, 0.25076, 2.78889)
Cl (6.09679, -0.48545, 0.50250)
Cl (8.96788, -0.95352, 0.44260)
C (2.38375, 5.68330, -1.60620)
Cl (1.84567, 3.98931, -1.73003)
Cl (3.71551, 5.96881, -2.75493)
Cl (1.02396, 6.76816, -1.99174)
Cl (2.95002, 6.00691, 0.05193)
C (3.23524, 10.07381, -1.13823)
Cl (4.29051, 8.68613, -1.50596)
Cl (4.21010, 11.39342, -0.44329)
Cl (2.45299, 10.63855, -2.63614)
Cl (1.98737, 9.57715, 0.03266)
C (-5.31010, 3.15295, 5.26933)
Cl (-5.84818, 1.45896, 5.14551)
Cl (-3.97833, 3.43846, 4.12061)
Cl (-6.66988, 4.23781, 4.88379)
Cl (-4.74382, 3.47656, 6.92747)
C (-16.21078, 2.49355, 9.52019)
Cl (-16.29435, 2.72884, 11.28431)
Cl (-17.09405, 3.80779, 8.70332)
Cl (-14.50709, 2.50928, 8.99888)
Cl (-16.94780, 0.92825, 9.09420)